(1)
DFT (ωB97M-V with the def2-TZVPD basis set) results for a molecular structure, C21H18F3HgN5O3S.

The expectation value of S² is 0.75. The HOMO energy (alpha / beta) comes out at -4.0 / -4.3 eV.

```
! wB97M-V def2-TZVPD RIJCOSX def2/J DEFGRID3
* xyz -1 2
Hg 0.0631 -0.0243 -2.4863
C -4.3951 -2.4784 2.8566
C -3.2340 -2.0493 1.9992
C -1.9124 -2.2946 2.3762
C -0.8566 -1.8941 1.5898
C -1.0222 -1.2104 0.3629
N 0.0900 -0.8686 -0.3782
C 1.1268 -0.2630 0.3133
C 0.9109 0.6278 1.3810
C 1.9442 1.1683 2.1129
C 3.2779 0.8812 1.8219
C 4.4031 1.4556 2.6407
C 3.5169 0.0492 0.7440
C 2.4772 -0.5084 0.0106
N 2.8388 -1.4280 -1.0268
C 3.6986 -2.4596 -0.9099
C 3.8669 -3.0015 -2.1626
C 3.0503 -2.2121 -2.9885
N 2.4433 -1.2627 -2.2957
C -2.3604 -0.9873 -0.0053
C -3.4226 -1.3976 0.7962
N -2.7159 -0.2718 -1.1894
C -3.4093 0.8826 -1.2360
C -3.7584 1.1017 -2.5448
C -3.2286 -0.0020 -3.2305
N -2.6101 -0.8436 -2.4114
H -4.1482 -2.4032 3.9170
H -4.6822 -3.5158 2.6631
H -5.2709 -1.8555 2.6706
H -1.7099 -2.8103 3.3096
H 0.1586 -2.0904 1.9127
H -0.1109 0.9042 1.6022
H 1.7129 1.8550 2.9208
H 4.1546 1.4555 3.7033
H 4.6234 2.4882 2.3577
H 5.3181 0.8762 2.5087
H 4.5363 -0.1804 0.4515
H 4.1078 -2.7268 0.0495
H 4.4676 -3.8520 -2.4330
H 2.8775 -2.2871 -4.0498
H -4.4273 -1.1911 0.4424
H -3.5639 1.4665 -0.3456
H -4.2763 1.9511 -2.9525
H -3.2570 -0.2195 -4.2862
F 0.3782 5.0055 0.0658
C -0.1924 4.7609 -1.1234
F 0.4402 5.5112 -2.0386
F -1.4615 5.1972 -1.0586
S -0.1205 2.9795 -1.5482
O -0.7378 2.9295 -2.8615
O -0.8958 2.3601 -0.4912
O 1.2973 2.6826 -1.5267
*
```

Löwdin atomic charge list, values in e, 2 entries:
1 Hg 0.954
2 C -0.069

(2)
DFT (ωB97M-V with the def2-TZVPD basis set) results for a molecular structure, C21H18F6N3NiO5PS4 in a non-equilibrium geometry.

The expectation value of S² is 2.01. The energy relative to the best compared isomer or geometry (same formula, charge and spin) comes out at 0.0 kJ/mol. The HOMO energy (alpha / beta) comes out at -7.7 / -7.7 eV.

```
! wB97M-V def2-TZVPD RIJCOSX def2/J DEFGRID3
* xyz 0 3
Ni -0.0990 -0.0419 0.7445
N 0.7566 -2.4240 -1.1209
P 1.6382 -1.0734 -0.5207
C 3.1540 -1.8635 0.0635
C 3.4473 -1.8542 1.4236
C 4.5958 -2.4824 1.8869
C 5.4439 -3.1216 0.9963
C 5.1558 -3.1306 -0.3640
C 4.0172 -2.4975 -0.8321
C 2.1403 -0.1752 -2.0048
C 1.4795 -0.3389 -3.2162
C 1.8230 0.4514 -4.3035
C 2.8177 1.4096 -4.1791
C 3.4720 1.5802 -2.9660
C 3.1337 0.7932 -1.8783
C -0.6231 -2.3525 -1.1245
C -1.4263 -3.4352 -1.4914
C -2.7886 -3.2482 -1.5347
C -3.3328 -1.9992 -1.2338
C -2.4725 -0.9930 -0.8654
N -1.1428 -1.1663 -0.7998
H 1.1690 -3.3419 -1.0573
H 2.7840 -1.3500 2.1130
H 4.8251 -2.4672 2.9440
H 6.3388 -3.6104 1.3593
H 5.8254 -3.6211 -1.0583
H 3.8053 -2.4754 -1.8952
H 0.6977 -1.0813 -3.3141
H 1.3075 0.3222 -5.2463
H 3.0803 2.0293 -5.0266
H 4.2403 2.3352 -2.8634
H 3.6277 0.9464 -0.9260
H -0.9740 -4.3861 -1.7377
H -3.4349 -4.0716 -1.8101
H -4.3969 -1.8210 -1.2735
H -2.8236 -0.0047 -0.5957
F -3.5219 -2.0191 3.7774
C -2.3845 -2.6678 3.5755
F -2.5972 -3.6660 2.7241
F -1.9406 -3.1545 4.7204
S -1.1454 -1.5181 2.8050
O -1.9143 -0.5020 2.0950
O -0.3158 -2.3066 1.9156
N -0.4090 -0.9778 4.0746
S 0.6240 0.2003 3.8686
O 1.0625 0.2936 2.4751
O 1.6293 0.1908 4.8718
C -0.3538 1.7527 4.1623
F -1.1788 1.5714 5.1882
F -1.0621 2.0692 3.0844
F 0.4798 2.7436 4.4418
C 0.2380 5.2516 1.2309
O -0.3194 4.1268 0.5477
C 0.4510 3.0587 0.3566
S 2.0111 2.9430 0.8702
S -0.3953 1.8188 -0.5339
H -0.5629 5.9841 1.2735
H 1.0957 5.6420 0.6845
H 0.5598 4.9667 2.2317
*
```

Löwdin atomic charge list, values in e, 2 entries:
1 Ni 0.274
2 N -0.075

(3)
DFT (ωB97M-V with the def2-TZVPD basis set) results for a single C21H18N2O4S molecule in a non-equilibrium geometry.

The energy relative to the best compared isomer or geometry (same formula, charge and spin) comes out at 56.9 kJ/mol. The HOMO energy comes out at -8.4 eV.

```
! wB97M-V def2-TZVPD RIJCOSX def2/J DEFGRID3
* xyz 0 1
O -8.4017 -0.1058 -1.7135
C -7.7102 -1.0602 -2.0484
O -8.2742 -2.2404 -2.3894
C -6.2040 -1.0096 -2.1094
C -5.4526 -2.1272 -2.4945
C -4.0619 -2.0754 -2.5511
C -3.3724 -0.8855 -2.2194
C -1.9586 -0.8018 -2.2698
C -1.3037 0.3887 -1.9415
C 0.1933 0.4532 -1.9844
O 0.7771 0.6025 -3.0566
N 0.7719 0.3699 -0.7673
C 2.1033 0.4072 -0.3781
C 3.1443 0.5435 -1.2471
C 4.5036 0.5694 -0.7440
C 4.6678 0.4445 0.5854
N 3.6440 0.2966 1.5039
C 3.8891 0.1454 2.9621
C 4.5623 1.3975 3.5672
C 5.0502 1.0242 4.9692
S 5.7018 -0.6511 4.8103
C 4.7895 -1.0631 3.3038
C 2.3223 0.2816 1.0798
O 1.3546 0.1709 1.8445
C -2.0452 1.5084 -1.5565
C -3.4358 1.4550 -1.4969
C -4.1234 0.2611 -1.8257
C -5.5370 0.1768 -1.7771
H -9.2077 -2.0597 -2.2862
H -5.9411 -3.0563 -2.7584
H -3.5003 -2.9473 -2.8529
H -1.3946 -1.6728 -2.5750
H 0.1205 0.2525 -0.0004
H 2.9973 0.6336 -2.3151
H 5.3414 0.6901 -1.4182
H 5.6442 0.4647 1.0516
H 2.9616 -0.0046 3.5217
H 5.3999 1.7440 2.9598
H 3.8589 2.2318 3.5951
H 5.8180 1.7036 5.3424
H 4.2316 0.9920 5.6905
H 4.1986 -1.9688 3.4491
H 5.5173 -1.2960 2.5262
H -1.5445 2.4346 -1.3062
H -4.0002 2.3277 -1.2017
H -6.0954 1.0546 -1.4779
*
```

Löwdin atomic charge list, values in e, 2 entries:
1 O 0.084
2 C -0.451

(4)
DFT (ωB97M-V with the def2-TZVPD basis set) results for a single C21H18N4OS molecule in a non-equilibrium geometry.

The energy relative to the best compared isomer or geometry (same formula, charge and spin) comes out at 263.7 kJ/mol. The HOMO energy comes out at -8.1 eV.

```
! wB97M-V def2-TZVPD RIJCOSX def2/J DEFGRID3
* xyz 0 1
C 2.3576 2.1815 -0.0267
C 3.1834 1.4101 -0.7311
C 4.0965 0.4305 -0.1578
C 5.2973 0.1390 -0.8046
C 6.1790 -0.7814 -0.2708
C 5.8663 -1.4388 0.9078
C 4.6639 -1.1749 1.5444
C 3.7841 -0.2467 1.0210
C 1.4441 3.1576 -0.6574
S -0.3526 2.8451 -0.3121
C -0.4128 1.1404 0.0024
N 0.4781 0.4087 0.6151
N 0.0255 -0.8455 0.6344
C -1.1525 -0.8819 0.0618
C -1.9160 -2.1054 -0.0903
C -1.2192 -3.3046 -0.2618
C -1.9313 -4.4800 -0.4008
C -3.3183 -4.4178 -0.3705
N -3.9863 -3.2945 -0.1771
C -3.3091 -2.1714 -0.0284
N -1.4872 0.3771 -0.3738
C -2.6412 0.8549 -1.1001
C -3.5876 1.5932 -0.2088
C -3.7600 2.9289 0.0045
C -4.7762 3.0433 0.9841
C -5.1409 1.7715 1.2951
O -4.4278 0.8866 0.5802
H 2.3277 2.1269 1.0498
H 3.2239 1.5170 -1.8096
H 5.5435 0.6501 -1.7253
H 7.1105 -0.9912 -0.7769
H 6.5536 -2.1621 1.3222
H 4.4092 -1.7011 2.4529
H 2.8298 -0.0712 1.4914
H 1.5922 4.1666 -0.2691
H 1.5437 3.1638 -1.7436
H -0.1402 -3.2854 -0.2797
H -1.4252 -5.4232 -0.5345
H -3.9244 -5.3053 -0.4960
H -3.9118 -1.2983 0.1770
H -3.1333 -0.0042 -1.5632
H -2.2891 1.5442 -1.8746
H -3.2282 3.7251 -0.4734
H -5.1738 3.9479 1.3950
H -5.8647 1.3751 1.9788
*
```

Löwdin atomic charge list, values in e, 2 entries:
1 C -0.195
2 C -0.068

(5)
DFT (ωB97M-V with the def2-TZVPD basis set) results for a molecular structure, C21H19BeN4O2PS.

The energy relative to the best compared isomer or geometry (same formula, charge and spin) comes out at 24.5 kJ/mol. The HOMO energy comes out at -8.2 eV.

```
! wB97M-V def2-TZVPD RIJCOSX def2/J DEFGRID3
* xyz 0 1
Be 0.1067 -2.5411 -0.8749
N -3.0816 -4.1502 1.0735
C -1.8960 -3.6752 0.6505
S -1.3674 -4.0697 -0.9501
N -1.2084 -2.9487 1.5175
N -0.0842 -2.5128 0.9179
C 0.9572 -2.1816 1.5755
C 2.1235 -1.9576 0.7165
C 3.3455 -1.4586 1.1273
C 4.3462 -1.3162 0.1783
C 4.0935 -1.6518 -1.1413
C 2.8365 -2.1325 -1.4757
N 1.8920 -2.3104 -0.5598
H -3.5800 -4.8186 0.5173
H -3.3441 -3.9987 2.0322
H 0.9927 -2.1517 2.6585
H 3.4979 -1.1707 2.1579
H 5.3146 -0.9279 0.4661
H 4.8472 -1.5388 -1.9068
H 2.5551 -2.3672 -2.4941
O 0.1644 -0.3597 -3.9284
C -0.2762 -0.6063 -2.8234
O 0.0275 -1.6778 -2.1578
C -1.2219 0.3817 -2.1526
P -1.2149 0.3066 -0.3192
C -2.3188 1.7226 0.0474
C -1.9662 3.0484 -0.2034
C -2.8550 4.0760 0.0656
C -4.1117 3.7904 0.5857
C -4.4732 2.4768 0.8384
C -3.5771 1.4488 0.5752
C 0.4138 1.0459 0.0866
C 1.3963 1.3615 -0.8485
C 2.6229 1.8741 -0.4396
C 2.8829 2.0822 0.9050
C 1.9125 1.7643 1.8490
C 0.6961 1.2440 1.4416
H -2.2383 0.1207 -2.4621
H -1.0159 1.3774 -2.5477
H -0.9862 3.2768 -0.6067
H -2.5701 5.1016 -0.1311
H -4.8062 4.5937 0.7955
H -5.4496 2.2499 1.2466
H -3.8531 0.4213 0.7830
H 1.2178 1.2258 -1.9077
H 3.3715 2.1201 -1.1826
H 3.8336 2.4942 1.2193
H 2.1034 1.9279 2.9023
H -0.0551 0.9915 2.1832
*
```

Löwdin atomic charge list, values in e, 2 entries:
1 Be -0.045
2 N 0.081

(6)
DFT (ωB97M-V with the def2-TZVPD basis set) results for a molecular structure, C21H19BrCl2NOPPd.

The energy relative to the best compared isomer or geometry (same formula, charge and spin) comes out at 191.8 kJ/mol. The HOMO energy comes out at -0.5 eV.

```
! wB97M-V def2-TZVPD RIJCOSX def2/J DEFGRID3
* xyz -2 1
Pd 0.6546 1.2978 -0.0096
Cl -2.8913 -1.7593 0.5352
C -1.4096 -1.1211 1.3086
Cl -0.0442 -2.2192 1.0772
H -1.6075 -1.0303 2.3683
H -1.1520 -0.1528 0.8757
O -1.6841 3.0126 3.8495
C -1.1759 2.4300 2.9057
N -0.6858 1.8614 1.9927
Br 7.5662 0.8869 0.4703
C 5.6425 1.0045 0.4014
C 4.8912 -0.1552 0.3663
C 3.5027 -0.0446 0.3097
C 2.7971 1.1776 0.2873
C 3.6443 2.3055 0.3333
C 5.0365 2.2468 0.3866
H 5.3775 -1.1242 0.3798
H 2.9401 -0.9747 0.2785
H 3.1990 3.2973 0.3278
H 5.6353 3.1501 0.4176
C -2.4124 1.0426 -1.9875
P -0.6175 1.4824 -1.7504
C -0.8692 3.2920 -2.0900
C -1.1602 4.0796 -0.9716
C -1.4112 5.4369 -1.1076
C -1.3526 6.0396 -2.3592
C -1.0461 5.2713 -3.4730
C -0.8122 3.9067 -3.3382
C 0.0392 0.9643 -3.4109
C 1.4271 1.0202 -3.5568
C 2.0337 0.6668 -4.7516
C 1.2662 0.2151 -5.8207
C -0.1109 0.1275 -5.6814
C -0.7168 0.5068 -4.4872
H -2.8809 1.5032 -2.8626
H -2.9299 1.3870 -1.0906
H -2.5194 -0.0439 -2.0336
H -1.1574 3.6069 0.0080
H -1.6342 6.0294 -0.2278
H -1.5323 7.1042 -2.4631
H -0.9849 5.7342 -4.4524
H -0.5739 3.3181 -4.2169
H 2.0120 1.3195 -2.6901
H 3.1125 0.7225 -4.8415
H 1.7406 -0.0799 -6.7502
H -0.7193 -0.2351 -6.5031
H -1.7946 0.4402 -4.4019
*
```

Löwdin atomic charge list, values in e, 2 entries:
1 Pd 0.241
2 Cl 0.435

(7)
DFT (ωB97M-V with the def2-TZVPD basis set) results for a molecular structure, C21H19BrN6OPd.

The energy relative to the best compared isomer or geometry (same formula, charge and spin) comes out at 0.0 kJ/mol. The HOMO energy comes out at -14.3 eV.

```
! wB97M-V def2-TZVPD RIJCOSX def2/J DEFGRID3
* xyz 2 1
Pd -0.3700 0.5804 0.8732
C 2.5201 2.4624 0.5472
N 2.3823 1.3073 1.4154
C 3.0684 0.1040 0.9925
C 2.1796 -0.8386 0.2252
N 0.8642 -0.8039 0.1749
C 0.4410 -1.8825 -0.6064
C -0.8349 -2.2941 -0.9804
C -0.9192 -3.4204 -1.7725
C 0.2289 -4.1173 -2.1841
C 1.4962 -3.7119 -1.8190
C 1.5738 -2.5771 -1.0202
N 2.6503 -1.8834 -0.4770
C 1.4631 2.5191 -0.5159
N 0.3434 1.8264 -0.5411
C -0.3558 2.2075 -1.6902
C -1.5745 1.7701 -2.2011
C -2.0009 2.3470 -3.3793
C -1.2375 3.3258 -4.0361
C -0.0239 3.7559 -3.5402
C 0.3982 3.1717 -2.3520
N 1.5431 3.3366 -1.5801
H 3.5019 2.5048 0.0582
H 2.4354 3.3679 1.1519
H 2.6295 1.5513 2.3616
H 3.4291 -0.4287 1.8753
H 3.9519 0.3164 0.3776
H -1.7166 -1.7506 -0.6643
H -1.8894 -3.7772 -2.0892
H 0.1149 -4.9940 -2.8063
H 2.3775 -4.2500 -2.1399
H 3.6240 -2.1217 -0.5828
H -2.1554 1.0068 -1.6991
H -2.9421 2.0390 -3.8133
H -1.6103 3.7510 -4.9575
H 0.5631 4.5059 -4.0523
H 2.3101 3.9587 -1.7810
O -3.7892 -1.6952 5.2863
C -2.9564 -1.3558 4.3173
C -1.8627 -2.1306 3.9115
C -1.0621 -1.6800 2.8872
N -1.3055 -0.5186 2.2679
C -2.3525 0.2042 2.6760
Br -2.4431 1.8252 1.6343
C -3.2129 -0.1323 3.6723
H -3.5682 -2.5447 5.6920
H -1.6443 -3.0760 4.3893
H -0.2153 -2.2490 2.5293
H -4.0474 0.4882 3.9653
*
```

Löwdin atomic charge list, values in e, 2 entries:
1 Pd 0.859
2 C -0.115

(8)
DFT (ωB97M-V with the def2-TZVPD basis set) results for a molecular structure, C21H19CeN2O8 in a non-equilibrium geometry.

The energy relative to the best compared isomer or geometry (same formula, charge and spin) comes out at 0.0 kJ/mol. The HOMO energy comes out at -5.9 eV.

```
! wB97M-V def2-TZVPD RIJCOSX def2/J DEFGRID3
* xyz -1 1
Ce -0.8520 0.5988 0.6799
O -4.3880 1.7876 2.2963
C -3.5468 1.5276 1.4904
O -2.3017 2.0180 1.4466
C -3.7973 0.4582 0.3491
O -4.8503 -0.0924 0.2339
O -2.6936 0.2396 -0.3756
O 5.3791 -1.3295 -2.6732
C 4.2817 -1.7869 -3.0257
O 3.9736 -2.6384 -3.8753
C 3.0660 -1.1977 -2.2505
C 1.7739 -1.6107 -2.5422
C 0.7114 -1.0698 -1.8419
N 0.8894 -0.1457 -0.8942
C 2.1360 0.2558 -0.5992
C 3.2439 -0.2458 -1.2486
C 2.2345 1.2870 0.4959
O 3.2753 1.6369 0.9787
O 1.0319 1.7385 0.8882
H 1.6349 -2.3514 -3.3179
H -0.3129 -1.3682 -2.0417
H 4.2445 0.0827 -1.0028
C 1.5811 -3.2700 3.9547
C 0.0499 -3.1938 3.8773
C -0.5059 -4.5076 3.3137
C -0.5284 -2.9450 5.2753
C -0.3267 -2.0859 2.9877
C -0.6187 -1.1668 2.2434
H 1.8783 -4.0907 4.6119
H 1.9957 -2.3415 4.3473
H 2.0106 -3.4424 2.9679
H -0.2300 -5.3358 3.9706
H -0.1021 -4.7042 2.3205
H -1.5928 -4.4697 3.2390
H -0.2523 -3.7682 5.9382
H -1.6159 -2.8763 5.2404
H -0.1419 -2.0164 5.6956
N -0.8431 2.6281 -1.0887
C -1.0562 3.2995 -2.3060
C -2.3408 3.3889 -2.8324
C -2.5419 4.0212 -4.0491
C -1.4729 4.5576 -4.7522
C -0.1928 4.4555 -4.2266
C 0.0211 3.8309 -3.0082
H 0.0189 2.8536 -0.6031
H -1.6444 2.6829 -0.4644
H -3.1775 2.9563 -2.2972
H -3.5449 4.0883 -4.4507
H -1.6346 5.0459 -5.7038
H 0.6521 4.8620 -4.7673
H 1.0228 3.7492 -2.6038
*
```

Löwdin atomic charge list, values in e, 2 entries:
1 Ce 1.416
2 O 0.149